Below is a cluster of 2 separate species, C6H13N3O3 in total at a distorted geometry, with properties calculated with ωB97M-V/def2-TZVPD.

Cartesian coordinates (Å):
C (1.781, -1.001, -0.519)
C (3.134, -1.525, -0.029)
C (4.154, -0.433, 0.169)
C (3.813, 0.732, 1.063)
N (5.273, -0.401, -0.474)
O (6.071, 0.761, -0.171)
H (1.294, -0.334, 0.187)
H (1.118, -1.857, -0.721)
H (1.876, -0.445, -1.458)
H (3.530, -2.227, -0.781)
H (3.017, -2.113, 0.898)
H (4.663, 0.930, 1.721)
H (3.672, 1.610, 0.441)
H (2.904, 0.613, 1.666)
H (6.720, 0.731, -0.917)
N (-1.933, 1.657, 0.102)
N (-3.277, 1.550, -0.210)
C (-3.800, 0.392, -0.172)
O (-5.140, 0.305, -0.497)
C (-5.810, -0.741, -0.050)
O (-5.430, -1.455, 0.828)
H (-1.327, 0.865, -0.115)
H (-1.558, 2.534, -0.255)
H (-3.267, -0.543, -0.036)
H (-6.734, -0.839, -0.617)

The max |F| is 1.56 eV/Å. As for the calculated total energy: -626.30177 Eh. The calculation puts the LUMO energy at 0.56 eV. The SMILES is CC/C(C)=N/O.N/N=C/OC=O. Its net charge is 0. For the orbital gap, the calculation gives 9.746 eV.

Results of the Löwdin charge analysis, in e, for atoms 1 through 6: C -0.1108; C -0.2049; C -0.3591; C -0.0451; N 0.0338; O -0.1024